Record 1
Molecular formula: C2H3NO2
Method: DFT, the ωB97M-V functional and the def2-TZVPD basis

Results
Maximum force   0.0765 Eh/bohr
Energy above the lowest of the compared OMol25 structures with the same formula, charge and spin   10.0 kcal/mol
E   -7707.411 eV
SMILES   O=CNC=O
HOMO   -10.41 eV

Each line ends with the natural charge from an NBO analysis.
Cartesian coordinates (Å):
C -0.779 -0.304 -0.918  0.534
C 0.688 0.586 0.826  0.524
H -1.453 -1.212 -1.108  0.138
H 0.573 -1.420 0.317  0.423
H 0.216 1.569 0.500  0.164
N 0.137 -0.473 0.121  -0.673
O -1.052 0.802 -1.334  -0.547
O 1.670 0.452 1.595  -0.563


Record 2
Molecular formula: C40H43BiCl2N6O2S2Te
Method: DFT, the ωB97M-V functional and the def2-TZVPD basis

Results
Maximum force   0.0079 Eh/bohr
Energy above the lowest of the compared OMol25 structures with the same formula, charge and spin   3.4 kcal/mol
E   -115051.384 eV
HOMO   -12.57 eV
Net charge   +2

Each line ends with the Mulliken charge.
Cartesian coordinates (Å):
Bi 0.817 0.264 0.196  2.386
S -2.614 4.978 -0.871  -0.090
C -3.675 6.207 -1.395  -0.384
C -4.269 5.893 -2.578  -0.686
C -3.855 4.633 -3.075  -0.459
C -2.951 4.008 -2.258  0.549
C -2.316 2.708 -2.454  0.570
C -1.461 2.176 -1.470  -1.700
N -0.843 1.019 -1.582  1.666
C -1.043 0.265 -2.682  -0.774
C -1.878 0.693 -3.722  0.775
C -2.062 -0.150 -4.871  -1.199
C -1.449 -1.349 -4.955  -1.053
C -0.599 -1.819 -3.896  0.644
C 0.032 -3.070 -3.930  -1.056
C 0.821 -3.491 -2.874  0.825
C 0.957 -2.597 -1.794  -1.289
N 0.379 -1.415 -1.740  1.265
C -0.395 -1.013 -2.768  -0.377
C 1.488 -4.792 -2.839  0.406
C 2.225 -5.337 -1.817  -0.446
C 2.724 -6.624 -2.126  -0.613
C 2.360 -7.035 -3.373  -0.354
S 1.411 -5.871 -4.177  -0.185
C -2.507 1.939 -3.589  -0.984
H -3.806 7.096 -0.800  0.465
H -4.977 6.537 -3.078  0.413
H -4.225 4.216 -4.000  0.415
H -1.293 2.711 -0.541  0.251
H -2.710 0.196 -5.665  0.515
H -1.593 -1.984 -5.820  0.530
H -0.122 -3.705 -4.795  0.499
H 1.551 -2.875 -0.932  0.189
H 2.407 -4.851 -0.869  0.397
H 3.327 -7.218 -1.455  0.407
H 2.601 -7.964 -3.863  0.467
H -3.148 2.286 -4.389  0.455
N 1.918 2.625 -0.329  -0.639
C 1.871 3.131 -1.723  -1.034
C 2.218 2.057 -2.741  0.719
C 3.636 1.472 -2.654  -1.174
C 3.693 0.005 -2.256  -0.557
N 3.380 -0.203 -0.821  -0.570
H 1.607 3.357 0.306  0.192
H 2.889 2.459 -0.074  0.251
H 2.544 3.986 -1.836  0.539
H 0.859 3.493 -1.905  0.249
H 2.073 2.505 -3.726  0.584
H 1.485 1.247 -2.684  -0.647
H 4.272 2.064 -1.985  0.345
H 4.116 1.551 -3.630  0.380
H 4.679 -0.402 -2.490  0.538
H 2.962 -0.560 -2.839  0.210
H 4.093 0.275 -0.273  0.277
H 3.523 -1.187 -0.602  0.199
N 0.389 -1.901 1.187  -0.790
C -0.376 -2.644 1.665  0.372
N -1.213 -3.462 2.189  0.110
C -1.896 -4.498 1.384  -0.678
C -3.401 -4.403 1.579  -0.316
C -3.763 -4.419 3.062  -0.859
C -3.050 -3.295 3.806  -0.116
C -1.544 -3.396 3.633  -0.728
H -1.520 -5.467 1.726  0.319
H -1.600 -4.365 0.343  0.364
H -3.871 -5.235 1.053  0.376
H -3.762 -3.480 1.122  0.125
H -3.493 -5.385 3.499  0.319
H -4.842 -4.315 3.177  0.372
H -3.276 -3.332 4.873  0.375
H -3.378 -2.320 3.437  -0.014
H -1.153 -4.310 4.090  0.443
H -1.026 -2.537 4.051  0.313
C 3.252 1.401 3.910  -1.058
Te 1.334 0.623 3.368  0.143
C 0.671 2.640 3.565  -0.836
C 1.699 3.294 4.459  0.479
C 1.408 4.483 5.119  -0.669
C 2.359 5.083 5.929  -0.626
C 3.606 4.494 6.087  -0.577
C 3.899 3.307 5.437  -0.781
C 2.950 2.699 4.622  0.586
H 3.861 1.558 3.019  0.407
H 3.759 0.683 4.550  0.521
H -0.327 2.637 3.997  0.674
H 0.613 3.107 2.582  0.295
H 0.430 4.936 5.008  0.464
H 2.123 6.002 6.448  0.416
H 4.346 4.954 6.727  0.413
H 4.868 2.842 5.572  0.450
Cl -4.671 -0.009 1.971  -0.094
C -3.268 0.312 0.979  0.615
Cl -3.071 -0.910 -0.320  -0.140
C -1.954 0.267 1.770  -0.350
O -1.820 -0.442 2.742  -0.466
O -1.025 1.001 1.213  -0.232
H -3.394 1.264 0.476  0.077


Record 3
Molecular formula: C4H11NO2Si
Method: DFT, the ωB97M-V functional and the def2-TZVPD basis

Results
Maximum force   0.0635 Eh/bohr
Energy above the lowest of the compared OMol25 structures with the same formula, charge and spin   178.1 kcal/mol
E   -17781.470 eV
HOMO (alpha / beta)   -7.64 / -7.37 eV

Each line ends with the natural charge from an NBO analysis.
Cartesian coordinates (Å):
C -1.094 -0.035 -1.519  -1.085
C 1.046 1.348 0.299  -1.132
C 0.808 -1.560 0.433  -1.030
C -1.624 0.010 1.475  -0.453
N -4.590 0.203 -0.303  0.391
O -4.617 0.626 0.815  -0.371
O -4.036 -0.795 -0.736  -0.402
Si -0.292 0.116 0.158  1.491
H -1.347 0.895 -1.936  0.239
H -0.336 -0.340 -2.126  0.231
H -1.931 -0.665 -1.585  0.269
H 1.667 1.149 1.127  0.247
H 1.571 1.545 -0.666  0.267
H 0.777 2.376 0.451  0.253
H 0.996 -1.495 1.481  0.210
H 0.245 -2.474 0.137  0.238
H 1.859 -1.492 -0.041  0.242
H -1.123 -0.612 2.211  0.174
H -2.706 -0.042 1.521  0.222


Record 4
Molecular formula: C4H11NO
Method: DFT, the ωB97M-V functional and the def2-TZVPD basis

Results
Maximum force   0.0722 Eh/bohr
Energy above the lowest of the compared OMol25 structures with the same formula, charge and spin   55.9 kcal/mol
E   -7862.130 eV
SMILES   CN[C@H](C)CO
HOMO   -8.77 eV

Each line ends with the natural charge from an NBO analysis.
Cartesian coordinates (Å):
C 1.407 -1.606 -0.747  -0.426
N 0.699 -0.990 0.424  -0.626
C -1.273 -0.412 -1.045  -0.644
C -0.399 -0.069 0.145  -0.082
C 0.164 1.332 0.194  -0.066
O -0.454 1.970 1.279  -0.732
H 2.347 -1.963 -0.561  0.200
H 1.316 -1.000 -1.640  0.192
H 0.855 -2.436 -1.121  0.167
H 0.405 -1.809 0.981  0.356
H -2.143 0.262 -1.184  0.223
H -1.412 -1.538 -1.102  0.215
H -0.692 -0.460 -1.932  0.202
H -1.097 -0.306 0.966  0.194
H 1.214 1.242 0.463  0.206
H -0.027 1.909 -0.753  0.152
H -1.425 1.805 1.404  0.468


Record 5
Molecular formula: BrH2O2V
Method: DFT, the ωB97M-V functional and the def2-TZVPD basis

Results
Spin multiplicity   3
Maximum force   0.0738 Eh/bohr
⟨S²⟩   2.19
E   -99831.708 eV
HOMO (alpha / beta)   -18.13 / -18.97 eV
Net charge   +2

Each line ends with the natural charge from an NBO analysis.
Cartesian coordinates (Å):
O 1.140 -2.493 0.129  -0.217
V -0.275 -2.960 -0.297  1.794
Br -1.298 -0.738 1.032  0.282
O 0.186 2.125 -0.672  -0.785
H 0.485 2.683 0.046  0.495
H -0.237 1.383 -0.239  0.430